Entry 1:
Computed, not measured: a structure of composition C28H26BaF4N2P, with the ωB97M-V functional and the def2-TZVPD basis.

Its highest occupied orbital energy is -0.3734 Ha. For the energy above the lowest of the compared OMol25 structures with the same formula, charge and spin, the calculation gives 85.4 kJ/mol. The calculation puts the HOMO-LUMO gap at 6.687 eV. For the LUMO energy, the calculation gives -3.474 eV. As for the net charge: +1.

Each line ends with the Mulliken charge.
Element x y z (Å)
Ba1 0.342 1.133 -1.475  1.736
C1 -4.832 0.325 1.618  -1.017
N1 -3.566 0.900 1.206  0.083
C2 -3.736 1.934 0.210  -0.990
C3 -2.537 -0.060 0.878  0.261
C4 -1.188 0.372 1.495  -1.647
N2 -0.010 0.132 0.696  -0.896
C5 0.800 -0.907 0.901  0.649
C6 2.112 -0.849 0.374  0.573
F1 2.428 0.257 -0.408  -0.593
C7 3.082 -1.803 0.584  0.108
F2 4.304 -1.607 0.058  -0.376
C8 2.805 -2.940 1.322  -0.540
C9 1.513 -3.068 1.818  0.022
F3 1.189 -4.188 2.474  -0.316
C10 0.537 -2.112 1.609  0.811
F4 -0.717 -2.352 2.057  -0.346
H1 -5.492 1.131 1.933  0.336
H2 -4.672 -0.340 2.465  0.340
H3 -5.334 -0.235 0.818  0.357
H4 -4.127 1.533 -0.746  0.307
H5 -2.784 2.439 0.034  0.199
H6 -4.435 2.680 0.579  0.413
H7 -2.398 -0.162 -0.228  -0.311
H8 -2.819 -1.039 1.270  0.510
H9 -1.098 -0.082 2.483  0.213
H10 -1.240 1.456 1.644  0.620
H11 3.553 -3.688 1.519  0.506
C11 -1.209 -0.887 -7.598  -0.504
C12 -0.814 -2.126 -7.119  -0.647
C13 -0.236 -2.243 -5.868  -0.274
C14 -0.052 -1.107 -5.083  0.373
C15 -0.439 0.136 -5.572  -0.013
C16 -1.009 0.247 -6.827  -0.677
P1 0.645 -1.246 -3.401  -0.351
C17 2.406 -1.589 -3.668  1.001
C18 3.117 -2.353 -2.744  -0.444
C19 4.485 -2.506 -2.884  -0.831
C20 5.149 -1.878 -3.927  -0.676
C21 4.450 -1.087 -4.825  -0.616
C22 3.082 -0.933 -4.695  -0.837
C23 -0.149 -2.787 -2.830  1.141
C24 0.379 -4.066 -3.001  -0.061
C25 -0.373 -5.174 -2.642  -0.790
C26 -1.651 -5.025 -2.128  -0.599
C27 -2.182 -3.754 -1.963  -0.627
C28 -1.429 -2.644 -2.297  -0.812
H12 -1.674 -0.804 -8.568  0.405
H13 -0.967 -3.007 -7.723  0.423
H14 0.062 -3.213 -5.496  0.402
H15 -0.293 1.026 -4.961  0.143
H16 -1.305 1.217 -7.196  0.409
H17 2.590 -2.830 -1.926  0.714
H18 5.039 -3.086 -2.162  0.461
H19 6.216 -2.003 -4.029  0.411
H20 4.977 -0.578 -5.617  0.433
H21 2.535 -0.314 -5.395  0.422
H22 1.362 -4.210 -3.431  0.519
H23 0.044 -6.161 -2.776  0.448
H24 -2.235 -5.896 -1.872  0.433
H25 -3.184 -3.627 -1.585  0.464
H26 -1.854 -1.647 -2.187  0.145

Entry 2:
Computed, not measured: a structure of composition C28H26BeCl5N5O3, with the ωB97M-V functional and the def2-TZVPD basis.

Its highest occupied orbital energy is -0.2627 Ha. The calculation puts the HOMO-LUMO gap at 6.396 eV. For the LUMO energy, the calculation gives -0.752 eV. As for the net charge: 0.

Each line ends with the Mulliken charge.
Element x y z (Å)
Be1 2.116 0.329 1.914  -0.006
Cl1 6.776 -0.486 6.019  -0.210
C1 5.831 -0.390 4.577  0.298
C2 6.426 -0.565 3.334  0.313
Cl2 8.119 -0.887 3.218  -0.208
C3 5.653 -0.480 2.164  -0.040
Cl3 6.354 -0.684 0.597  -0.218
C4 4.298 -0.227 2.248  0.264
O1 3.451 -0.114 1.220  -0.608
C5 3.692 -0.055 3.516  0.299
O2 2.372 0.184 3.457  -0.630
C6 4.454 -0.130 4.664  0.121
Cl4 3.666 0.107 6.185  -0.216
C7 -5.188 -2.182 0.088  -1.691
C8 -4.301 -2.173 -1.166  1.567
C9 -4.767 -1.008 -2.056  -1.541
C10 -4.535 -3.485 -1.925  -1.848
C11 -2.798 -2.031 -0.754  2.185
O3 -2.521 -2.812 0.408  -0.718
C12 -1.773 -2.517 -1.805  -1.848
C13 -1.590 -1.852 -3.183  -1.377
C14 -0.821 -0.551 -3.154  0.230
C15 0.527 -0.555 -2.797  -0.297
C16 1.255 0.622 -2.706  -0.608
C17 0.626 1.828 -2.974  0.794
Cl5 1.522 3.311 -2.845  -0.240
C18 -0.704 1.861 -3.359  -1.022
C19 -1.415 0.671 -3.452  -0.125
C20 -2.535 -0.569 -0.329  -2.215
N1 -1.435 -0.413 0.608  1.149
C21 -0.143 -0.298 0.334  -0.220
N2 0.530 -0.195 1.464  -0.228
C22 -0.436 -0.252 2.434  -0.523
N3 -1.645 -0.382 1.946  -1.175
H1 -6.236 -2.125 -0.218  0.468
H2 -4.983 -1.338 0.749  0.305
H3 -5.058 -3.090 0.675  0.362
H4 -5.774 -1.221 -2.422  0.531
H5 -4.129 -0.859 -2.927  0.176
H6 -4.819 -0.065 -1.507  0.311
H7 -5.608 -3.635 -2.058  0.520
H8 -4.155 -4.356 -1.382  0.356
H9 -4.076 -3.474 -2.916  0.320
H10 -2.800 -3.720 0.247  0.598
H11 -1.995 -3.572 -1.973  0.613
H12 -0.806 -2.507 -1.292  0.635
H13 -2.542 -1.722 -3.695  0.546
H14 -1.019 -2.562 -3.786  0.417
H15 1.024 -1.499 -2.594  0.397
H16 2.306 0.606 -2.441  0.497
H17 -1.177 2.807 -3.588  0.459
H18 -2.456 0.702 -3.756  0.412
H19 -3.405 -0.142 0.158  0.454
H20 -2.294 0.028 -1.203  0.462
H21 0.272 -0.294 -0.663  0.861
H22 -0.205 -0.195 3.487  0.660
N4 3.021 7.370 0.683  -0.457
C23 2.822 6.257 0.886  -0.129
C24 2.556 4.860 1.133  0.365
C25 2.359 3.991 0.065  -0.775
C26 2.109 2.665 0.345  0.559
N5 2.036 2.192 1.593  0.383
C27 2.236 3.025 2.614  -0.463
C28 2.496 4.372 2.430  -0.816
H23 2.409 4.341 -0.956  0.400
H24 1.971 1.943 -0.454  0.091
H25 2.198 2.577 3.601  0.561
H26 2.661 5.022 3.277  0.510